49
Properties=species:S:1:pos:R:3:nbo_charge:R:1 method="wB97M-V/def2-TZVPD" s2=3.7659 homo_lumo_gap_ev="6.54 / 7.90" multiplicity=4 total_charge=-1 energy_ha=-5618.481855 e_above_lowest_kcal_mol=15.3
Cr -0.36709 -0.73347 -0.15290 1.574
Cl 1.78862 2.34977 0.35557 2.581
O 1.31081 3.40285 -0.48900 -0.839
O 0.95297 1.15476 0.15775 -0.917
O 3.14667 2.04176 0.06129 -0.815
O 1.61239 2.72022 1.73607 -0.851
N 1.23901 -1.28014 -1.21780 -1.123
S 2.85369 -1.39240 -1.09550 2.473
O 3.57368 -0.22780 -1.45134 -0.854
O 3.40188 -2.65589 -1.41766 -0.882
F 2.93106 -1.45103 0.49787 -0.508
S 1.30302 -1.29780 -2.99447 2.438
O 1.74170 -2.50536 -3.57135 -0.849
O 1.61752 -0.05852 -3.59640 -0.872
F -0.25493 -1.42722 -3.17799 -0.486
N -1.86537 -0.05319 0.92217 -1.135
S -2.46924 1.39265 1.33554 2.483
O -2.18964 1.77826 2.67620 -0.879
O -3.71190 1.73820 0.76167 -0.891
F -1.44829 2.25324 0.49538 -0.483
S -2.84917 -0.85730 2.12715 2.457
O -4.21093 -0.51063 2.21304 -0.853
O -2.11997 -1.21534 3.27914 -0.884
F -2.93326 -2.18931 1.30522 -0.482
B -1.30202 -3.18058 -0.68687 1.336
F -0.41279 -3.76626 -1.56279 -0.533
F -0.67730 -2.88736 0.53427 -0.503
F -1.60685 -1.85727 -1.22792 -0.472
F -2.43820 -3.92831 -0.58564 -0.524
C -1.18318 3.19615 -3.88765 -0.099
C -2.59456 2.61688 -4.12505 -0.095
O -2.64302 1.54445 -3.19646 -0.457
C -1.52493 1.46982 -2.48578 1.053
O -1.23608 0.56809 -1.75701 -0.618
O -0.71473 2.50031 -2.72670 -0.432
H -1.15576 4.26401 -3.69311 0.207
H -0.48815 2.93656 -4.68461 0.199
H -2.65285 2.22462 -5.13972 0.193
H -3.39921 3.33896 -4.01091 0.198
C 2.10137 -0.31586 4.76814 -0.091
C 2.74791 -1.65018 4.36003 -0.101
O 1.97214 -2.08027 3.26358 -0.455
C 1.28608 -1.03772 2.78687 1.061
O 0.61147 -1.06288 1.80133 -0.616
O 1.34106 -0.00261 3.61093 -0.437
H 2.83460 0.44424 5.01819 0.207
H 1.43402 -0.45450 5.62045 0.188
H 2.85408 -2.37713 5.16295 0.200
H 3.79370 -1.47949 4.08382 0.186

=====

18
Properties=species:S:1:pos:R:3:nbo_charge:R:1 method="wB97M-V/def2-TZVPD" homo_lumo_gap_ev="10.18 / 5.56" total_charge=+1 energy_ha=-364.158544 e_above_lowest_kcal_mol=118.4
C 0.38961 -0.40370 -1.02847 0.256
C 0.74769 -1.82045 -0.75074 -0.666
C 3.45352 1.02804 1.16978 0.397
C 0.38729 0.73043 -1.98494 -0.455
C -0.28514 0.77713 -0.69950 0.277
C -1.22648 0.84771 1.50541 -0.435
N -0.90265 1.44148 0.28888 -0.425
O 2.42725 0.68267 0.69144 -0.543
H 1.79168 -1.87421 -0.61223 0.272
H 0.18947 -2.14515 0.03887 0.242
H 4.20986 1.89952 0.90860 0.153
H 1.35388 1.19990 -2.06204 0.258
H -0.19948 0.87915 -2.81638 0.255
H -1.10238 -0.25058 1.50471 0.231
H -0.54777 1.30825 2.14620 0.230
H -2.21956 1.03008 1.97913 0.249
H 0.51006 -2.37874 -1.65994 0.265
H -1.31025 2.38950 0.06725 0.441

=====

113
Properties=species:S:1:pos:R:3:mulliken_charge:R:1 method="wB97M-V/def2-TZVPD" homo_lumo_gap_ev=4.80 total_charge=0 energy_ha=-5537.317591 e_above_lowest_kcal_mol=34.8
Cs -0.93953 0.22466 1.04889 2.514
N -5.42524 0.45787 -0.99659 -0.006
C -5.85548 1.80552 -1.09524 -0.015
C -7.12065 2.10103 -1.57448 -0.712
C -7.54071 3.42122 -1.67788 -0.637
C -6.70317 4.44959 -1.27434 -0.631
C -5.44267 4.14748 -0.77135 -0.722
C -5.00617 2.83354 -0.70208 0.810
S -3.38593 2.46712 -0.10864 -0.078
N -3.51249 0.82863 0.31908 -0.144
C -4.43125 0.07274 -0.12192 0.316
C -4.47407 -1.35339 0.37696 -0.273
C -5.66218 -1.84809 0.89038 -0.490
C -5.66280 -3.14703 1.38188 -0.632
C -4.49119 -3.87965 1.33731 -0.732
C -3.34888 -3.28571 0.81437 -0.496
N -3.33098 -2.03994 0.33900 -0.058
H -6.10510 -0.24573 -1.23143 0.315
H -7.77435 1.29348 -1.88645 0.369
H -8.52548 3.64068 -2.06914 0.379
H -7.02510 5.48147 -1.34236 0.386
H -4.78066 4.94417 -0.44785 0.438
H -6.54838 -1.22694 0.93940 0.512
H -6.56391 -3.57335 1.80378 0.432
H -4.44829 -4.89496 1.70852 0.428
H -2.40468 -3.81841 0.78402 0.587
C 1.63764 -1.14124 -0.09327 -0.513
Si 2.01971 -1.10176 -1.78424 -2.179
C 0.46475 -1.32563 -2.86330 -0.947
N -0.74799 -0.69333 -2.32064 1.121
C -1.99164 -1.20791 -2.87849 -0.081
C -2.18760 -0.84649 -4.35893 -0.710
C -1.66508 0.57501 -4.64533 -0.783
C -1.66904 1.40712 -3.36480 -0.443
C -0.72702 0.77491 -2.33330 1.013
C 3.01490 0.45558 -2.23585 1.697
C 2.87128 1.14600 -3.44625 -0.484
C 3.67106 2.24137 -3.77094 -0.653
C 4.64050 2.67971 -2.87859 -0.719
C 4.80591 2.01447 -1.66643 -0.304
C 4.00867 0.91712 -1.35575 -0.674
C 3.17063 -2.48865 -2.45478 0.561
C 4.40804 -2.28585 -3.07954 -0.220
C 5.22324 -3.35374 -3.46138 -0.755
C 4.81538 -4.65998 -3.23394 -0.475
C 3.58828 -4.89431 -2.61996 -0.735
C 2.78995 -3.82380 -2.23959 -0.491
H 2.31352 -0.69700 0.64817 0.295
H 0.98562 -1.92950 0.30428 0.736
H 0.29618 -2.41035 -2.87475 0.621
H 0.66307 -1.05190 -3.91802 0.261
H -2.81975 -0.80172 -2.28644 -0.630
H -2.01784 -2.28952 -2.73572 0.559
H -3.25189 -0.91959 -4.60620 0.456
H -1.66821 -1.56928 -4.99253 0.310
H -2.25959 1.05696 -5.42359 0.519
H -0.63997 0.52225 -5.02629 0.168
H -2.68828 1.47008 -2.96711 0.055
H -1.35039 2.43413 -3.55930 0.509
H -0.98150 1.14896 -1.33734 -1.465
H 0.29394 1.11147 -2.52706 -0.657
H 2.12869 0.81262 -4.16681 0.210
H 3.54079 2.74534 -4.72200 0.376
H 5.26495 3.53038 -3.12490 0.350
H 5.56180 2.34946 -0.96484 0.385
H 4.15833 0.40182 -0.40925 0.385
H 4.75440 -1.27503 -3.27346 0.319
H 6.17794 -3.16232 -3.93986 0.384
H 5.44531 -5.49033 -3.53092 0.374
H 3.26000 -5.91129 -2.43619 0.396
H 1.84234 -4.03363 -1.74347 0.365
C 0.79665 5.20437 -0.90244 -0.744
C 0.04030 5.44381 0.24245 -0.673
C -0.03453 4.47559 1.22775 -0.531
C 0.67006 3.28967 1.06678 -0.125
C 1.43390 3.03805 -0.06175 0.601
C 1.47987 4.00851 -1.05833 -0.062
N 0.66362 2.28687 2.10168 -0.170
N -0.37326 2.25559 2.71587 -0.188
C -0.50341 1.46161 3.91926 0.291
C 0.30519 1.69687 5.00638 -0.594
C -0.04462 1.12006 6.22178 -0.640
C -1.15466 0.30508 6.28427 -0.518
C -1.86500 0.07822 5.11210 -0.367
N -1.55179 0.64866 3.95214 -0.130
H 0.85682 5.96114 -1.67564 0.430
H -0.48296 6.38345 0.36767 0.397
H -0.61074 4.63266 2.12968 0.447
H 1.94770 2.08845 -0.18226 0.220
H 2.06198 3.81110 -1.95124 0.245
H 1.15947 2.35585 4.90847 0.442
H 0.55553 1.31181 7.10308 0.405
H -1.46527 -0.15932 7.21070 0.409
H -2.71535 -0.59278 5.09821 0.413
C 1.38545 -2.20673 5.44331 -0.940
N 2.11952 -2.46004 4.22217 0.334
C 1.63507 -3.11113 3.12413 -0.230
Se -0.03454 -3.87850 2.89303 -0.288
N 2.64494 -3.13651 2.24277 0.192
C 3.75283 -2.45845 2.71430 0.050
C 4.97840 -2.17583 2.13961 -0.591
C 5.88059 -1.46329 2.91908 -0.660
C 5.56190 -1.05265 4.22045 -0.631
C 4.32186 -1.33500 4.78041 -0.677
C 3.42756 -2.03645 3.99065 0.846
H 0.37568 -2.58517 5.30870 0.250
H 1.35541 -1.13678 5.63521 0.219
H 1.85508 -2.71441 6.28678 0.336
H 2.50893 -3.42365 1.28111 0.192
H 5.20920 -2.48719 1.12684 0.443
H 6.85249 -1.21830 2.50881 0.410
H 6.29292 -0.50144 4.79965 0.391
H 4.06555 -1.01036 5.78148 0.427

=====

Quick rundown of max |F|, same order as above: 0.1022, 0.0976, 0.0609 Eh/bohr